The following is a quantum chemistry calculation of 16 unconnected molecules or ions with the total composition C25H63N17O33 in a non-equilibrium geometry, from the Open Molecules 2025 dataset.

The frontier orbital gap comes out at 8.68 eV. The value obtained for the LUMO energy is -0.49 eV. The total charge is 0.

```
138
Properties=species:S:1:pos:R:3:forces:R:3:lowdin_charge:R:1
C 0.0024 -1.4007 2.7718 0.128 -0.466 0.112 0.122
C -0.1703 -2.0245 1.7616 -0.221 0.388 -0.142 -0.125
C -0.4578 -2.7239 0.5054 0.634 -0.527 0.749 -0.136
C 0.8203 -3.3161 -0.1552 -0.680 0.993 -0.403 -0.420
C 0.3580 -3.8448 -1.5289 -0.054 -0.692 0.689 -0.104
C 1.2474 -4.8915 -2.2208 0.077 0.128 -0.985 -0.234
N 1.6477 -4.5444 -3.6092 0.225 0.150 0.476 0.009
C 1.8584 -2.1726 -0.2453 -0.377 -0.076 -0.512 -0.079
C 2.8371 -2.1704 -1.4107 0.673 0.883 0.382 -0.352
O 3.7694 -3.2458 -1.3318 -0.199 -0.084 0.009 -0.036
C 3.5791 -0.7993 -1.4065 0.300 -0.626 0.048 -0.208
N 4.8862 -0.8758 -2.0591 -0.353 0.206 -0.042 0.024
O 1.1831 -4.3908 0.7399 0.450 -0.156 -0.318 0.013
C 2.4985 -4.6977 0.8945 0.370 0.125 0.519 -0.332
O 3.1213 -4.3650 1.8603 -0.126 -0.004 -0.059 0.113
H 0.1667 -1.0057 3.7465 -0.033 0.199 -0.141 0.031
H -0.9749 -2.0681 -0.1928 -0.055 -0.044 -0.043 0.132
H -1.0797 -3.5820 0.7752 -0.218 0.096 -0.304 0.129
H 0.1442 -2.9940 -2.1776 0.159 0.046 -0.050 0.122
H -0.6087 -4.3197 -1.3346 -0.032 0.068 -0.078 0.116
H 2.1766 -5.0655 -1.6894 -0.088 0.007 0.166 0.078
H 0.7218 -5.8451 -2.2827 -0.093 0.033 0.237 0.105
H 1.0568 -3.8028 -3.9685 -0.089 -0.127 -0.095 0.061
H 2.5806 -4.1462 -3.5648 -0.066 -0.023 -0.162 0.014
H 1.2680 -1.2571 -0.3607 0.014 0.016 0.040 0.138
H 2.3885 -2.0376 0.6995 0.001 -0.184 0.050 0.129
H 2.3239 -2.2241 -2.3686 0.058 -0.492 -0.032 0.131
H 4.2268 -3.1642 -0.4854 0.025 -0.055 -0.027 0.097
H 2.9927 -0.0817 -1.9809 -0.160 0.074 0.237 0.123
H 3.6519 -0.4689 -0.3604 -0.088 0.187 -0.038 0.114
H 5.5579 -1.3852 -1.4996 -0.053 -0.099 -0.033 0.071
H 5.2461 0.0667 -2.1428 0.101 -0.048 -0.089 0.025
H 2.9801 -5.3030 0.1189 -0.383 -0.071 -0.188 0.135
C 5.4370 -0.8413 -5.4404 0.092 0.315 0.170 0.033
N 4.8407 0.2758 -6.2158 0.025 -0.084 -0.037 -0.411
O 3.6408 0.4609 -6.1297 0.030 -0.003 0.012 0.054
O 5.5889 0.9464 -6.8983 -0.082 0.110 -0.032 0.046
H 4.6526 -1.3298 -4.8894 -0.039 0.014 0.075 0.056
H 5.9069 -1.5100 -6.1503 0.066 0.067 -0.072 0.082
H 6.1723 -0.4030 -4.7706 0.019 0.001 -0.041 0.080
C -3.7881 -1.6548 4.5493 -0.143 -0.065 -0.017 0.046
N -3.3779 -0.2448 4.3271 0.007 -0.052 -0.079 -0.436
O -4.2491 0.5877 4.1731 0.043 -0.073 -0.158 0.038
O -2.1885 -0.0253 4.2998 -0.021 0.159 0.128 0.058
H -4.8711 -1.6996 4.5444 0.005 0.039 -0.002 0.098
H -3.3610 -2.2411 3.7402 0.073 0.006 0.032 0.099
H -3.3769 -1.9621 5.5062 0.067 0.003 -0.019 0.077
C -5.3558 3.0330 5.6542 -0.028 -0.038 0.066 0.039
N -6.5740 3.8335 5.3617 0.054 -0.053 0.046 -0.442
O -7.6206 3.4755 5.8714 -0.098 0.033 0.002 0.042
O -6.4523 4.7982 4.6384 -0.020 0.012 0.032 0.068
H -5.6276 2.2191 6.3119 -0.016 0.013 -0.002 0.069
H -4.9658 2.6633 4.7130 0.028 0.081 -0.033 0.081
H -4.6434 3.6984 6.1318 0.032 0.010 -0.056 0.093
C 6.9460 0.4987 -10.0550 -0.181 -0.010 0.102 0.042
N 6.8232 -0.7767 -10.8125 -0.009 0.007 0.015 -0.449
O 6.3850 -1.7467 -10.2278 0.022 -0.002 -0.007 0.061
O 7.1795 -0.7664 -11.9736 -0.001 -0.006 0.001 0.055
H 6.5977 0.3367 -9.0422 0.014 -0.018 -0.007 0.060
H 7.9916 0.7837 -10.0700 0.003 0.057 -0.070 0.077
H 6.3399 1.2396 -10.5684 0.051 -0.006 -0.071 0.105
C -10.9056 2.9293 7.0959 0.047 0.129 0.087 0.046
N -10.8598 1.6692 7.8838 0.025 0.016 -0.017 -0.451
O -10.9087 1.7437 9.0928 0.018 -0.020 -0.010 0.067
O -10.7753 0.6342 7.2507 -0.012 -0.005 -0.002 0.047
H -10.9809 3.7641 7.7821 0.000 -0.044 0.051 0.099
H -9.9895 2.9816 6.5134 -0.027 -0.034 -0.041 0.079
H -11.7722 2.8771 6.4464 0.026 -0.016 -0.044 0.069
C 1.4589 1.7464 -7.7553 -0.060 -0.061 0.069 0.026
N 0.3491 2.6682 -8.1244 -0.010 -0.036 -0.001 -0.456
O -0.7542 2.4420 -7.6709 0.008 0.014 -0.007 0.060
O 0.6252 3.5938 -8.8593 -0.004 0.002 -0.001 0.056
H 1.0666 0.9787 -7.1010 -0.029 0.023 0.005 0.088
H 1.8472 1.3220 -8.6759 0.055 0.063 -0.008 0.102
H 2.2230 2.3315 -7.2565 0.038 0.012 -0.065 0.088
C 4.4005 -5.5007 -5.9281 -0.005 -0.096 0.119 0.055
N 4.4572 -4.0178 -5.8149 -0.077 -0.219 -0.034 -0.410
O 4.2680 -3.5296 -4.7177 0.080 -0.021 -0.137 0.042
O 4.6860 -3.3979 -6.8331 -0.090 -0.107 0.077 0.070
H 4.1825 -5.9080 -4.9484 -0.033 0.043 0.005 0.091
H 3.6140 -5.7376 -6.6376 0.034 0.014 -0.046 0.104
H 5.3658 -5.8326 -6.2988 -0.021 0.027 -0.075 0.101
C -5.5567 -0.6784 8.7752 -0.093 0.131 0.000 0.069
N -4.4201 -0.6561 7.8133 -0.140 0.101 0.262 -0.418
O -4.3806 0.2368 6.9923 0.052 -0.133 0.033 0.060
O -3.5953 -1.5412 7.9188 0.104 -0.049 -0.085 0.056
H -6.1997 0.1675 8.5636 0.036 0.015 -0.022 0.095
H -6.0765 -1.6219 8.6383 0.058 -0.039 0.043 0.106
H -5.1334 -0.6191 9.7737 0.020 -0.088 0.000 0.101
C 10.6188 -0.8902 -7.3798 -0.036 -0.146 0.118 0.055
N 9.4769 0.0025 -7.7155 -0.022 0.011 -0.036 -0.430
O 8.4000 -0.2317 -7.2171 0.052 -0.050 0.033 0.075
O 9.7047 0.9193 -8.4839 0.134 -0.007 0.070 0.050
H 10.2706 -1.6491 -6.6896 -0.031 0.035 0.018 0.099
H 10.9750 -1.3278 -8.3075 0.026 0.077 -0.024 0.104
H 11.3880 -0.2728 -6.9277 0.036 0.008 -0.070 0.083
C -12.2048 1.9868 3.2578 -0.012 -0.078 0.129 0.061
N -12.3544 3.4614 3.4079 0.011 -0.088 -0.002 -0.433
O -12.5657 3.9066 4.5177 -0.034 0.017 -0.073 0.059
O -12.2527 4.1233 2.3985 -0.002 0.088 0.009 0.060
H -12.3167 1.5266 4.2327 0.006 0.032 0.011 0.089
H -12.9743 1.6548 2.5673 0.047 0.028 -0.068 0.104
H -11.2177 1.8049 2.8440 -0.023 0.017 -0.069 0.105
C -4.9766 5.5662 8.8067 -0.020 0.099 0.048 0.050
N -4.9521 4.3118 9.6098 -0.037 0.012 0.039 -0.448
O -5.0234 4.4074 10.8142 0.016 -0.016 -0.015 0.080
O -4.8642 3.2686 8.9919 0.007 -0.022 -0.045 0.046
H -5.0584 6.4050 9.4870 -0.001 -0.025 0.026 0.095
H -4.0524 5.6049 8.2378 -0.024 -0.040 -0.043 0.101
H -5.8347 5.5092 8.1426 0.030 -0.036 -0.038 0.097
C -1.2188 -2.1908 10.7188 -0.060 0.146 -0.013 0.042
N -2.3350 -3.1277 11.0248 -0.040 0.038 -0.038 -0.453
O -3.4072 -2.6472 11.3331 -0.005 -0.010 -0.012 0.052
O -2.0947 -4.3121 10.9425 -0.008 0.007 0.011 0.068
H -1.5883 -1.1793 10.8353 -0.010 -0.008 0.008 0.092
H -0.4142 -2.4055 11.4153 0.021 -0.064 -0.045 0.098
H -0.9085 -2.3820 9.6962 0.035 -0.059 0.021 0.099
C -12.6584 5.2479 -0.7455 -0.082 -0.015 0.177 0.044
N -12.6222 3.9947 -1.5493 -0.002 -0.003 0.021 -0.453
O -12.9237 2.9568 -0.9962 -0.001 0.001 -0.015 0.058
O -12.2916 4.0979 -2.7114 0.002 -0.008 0.002 0.062
H -12.9648 4.9985 0.2625 0.024 -0.037 -0.009 0.065
H -11.6587 5.6707 -0.7592 -0.010 0.024 -0.075 0.103
H -13.3656 5.9183 -1.2242 0.065 0.015 -0.076 0.100
C 8.2782 2.8761 -2.8600 -0.012 0.128 0.019 0.053
N 7.1467 1.9307 -2.6595 -0.044 0.052 -0.005 -0.432
O 6.0943 2.3813 -2.2545 0.009 -0.023 0.002 0.073
O 7.3450 0.7607 -2.9143 0.137 0.072 -0.023 0.053
H 7.9385 3.8693 -2.5923 -0.043 -0.023 0.005 0.095
H 9.0933 2.5464 -2.2230 0.025 -0.084 -0.072 0.097
H 8.5647 2.8209 -3.9059 0.039 -0.089 0.013 0.102
C 13.2901 1.2157 -4.2265 -0.025 0.122 0.062 0.049
N 12.1483 0.2780 -4.0337 -0.044 -0.026 0.021 -0.454
O 11.0954 0.7329 -3.6382 0.004 0.074 -0.012 0.061
O 12.3483 -0.8900 -4.2937 0.036 0.014 -0.063 0.060
H 12.9625 2.2129 -3.9590 -0.034 -0.017 0.006 0.094
H 14.0981 0.8763 -3.5857 0.021 -0.052 -0.051 0.102
H 13.5832 1.1602 -5.2705 0.040 -0.060 0.013 0.099
```
Positions in Å, forces in eV/Å.

The following is a quantum chemistry calculation of 5 unconnected molecules or ions with the total composition C25H63N5O7PS in a non-equilibrium geometry, from the Open Molecules 2025 dataset.

The frontier orbital gap (alpha / beta) comes out at 8.87 / 7.89 eV. The value obtained for the LUMO energy (alpha / beta) is 0.34 / -0.64 eV. The total charge is 0. The spin multiplicity is 2.

```
102
Properties=species:S:1:pos:R:3:forces:R:3:lowdin_charge:R:1
C 6.3039 2.4414 0.3016 -0.236 1.524 -0.128 -0.068
C 5.6393 3.1200 -1.0748 1.367 -2.875 1.010 -0.433
C 6.7430 2.8831 -2.2648 0.330 -0.972 -0.096 -0.073
C 4.3179 2.2213 -1.4343 -0.117 -0.745 -0.426 -0.169
C 2.9578 2.6149 -0.6101 0.552 3.027 -1.096 -0.841
S 2.9362 2.1001 1.1900 0.435 0.585 -0.063 0.660
P 1.4159 1.7719 -1.4494 -0.688 -3.119 -0.399 0.894
O 1.3586 2.1213 -3.1551 0.035 2.498 2.618 -0.332
O -0.0667 2.2574 -0.6751 2.606 1.582 0.068 -0.344
C 2.7263 4.2289 -0.7776 -0.196 0.464 -0.031 -0.180
C 4.0462 5.0687 -1.2683 -2.387 2.473 -0.155 -0.412
C 3.8623 6.6072 -0.6375 0.879 -0.639 1.067 -0.064
C 4.0398 5.2955 -2.9206 0.590 0.881 0.028 -0.049
N 5.3664 4.5656 -0.7312 0.252 0.988 -4.110 -0.119
O 6.2951 5.4072 -1.2355 -1.184 -1.720 1.788 -0.038
H 5.8528 3.0829 1.1984 1.022 -1.822 -1.726 0.062
H 6.0540 1.2945 0.3871 0.664 2.456 -0.090 0.092
H 7.4500 2.6831 0.2582 -2.109 -0.754 0.215 0.089
H 6.3117 3.0735 -3.3482 0.948 -0.086 2.271 0.084
H 7.0130 1.7207 -2.2372 -0.723 2.426 0.009 0.105
H 7.7803 3.4350 -2.0810 -2.583 -0.932 -0.405 0.102
H 4.1643 2.2769 -2.6036 -0.103 0.034 2.327 0.117
H 4.5720 1.0771 -1.2081 -0.485 2.596 -0.461 0.135
H 3.7264 3.0447 1.9177 -0.821 -0.934 -1.388 -0.099
H 1.3028 3.1066 -3.3393 0.087 -1.358 0.027 0.054
H 0.0922 2.8791 0.0968 -0.227 -0.843 -1.238 0.062
H 2.2723 4.7179 0.2111 1.140 -1.235 -2.074 0.120
H 1.8959 4.3941 -1.6144 1.756 -0.101 1.666 0.102
H 4.3681 7.4327 -1.3021 -1.279 -1.709 1.272 0.087
H 2.7474 6.8209 -0.3534 2.104 -0.262 -0.895 0.084
H 4.4729 6.5832 0.3812 -1.357 0.169 -2.053 0.100
H 4.6676 6.2874 -3.1379 -1.247 -2.343 0.497 0.093
H 4.5621 4.4301 -3.5093 -1.301 1.541 1.088 0.070
H 2.9437 5.5469 -3.3214 2.355 -0.888 0.997 0.101
C -1.0456 -2.2655 0.4512 0.235 -0.121 0.211 -0.073
C -2.1975 -2.9075 -0.3175 0.013 0.461 -0.019 -0.425
C -2.2747 -2.4630 -1.7961 -0.413 -0.065 0.038 -0.201
O -2.8277 -1.1573 -1.9888 0.427 -0.533 -0.144 -0.201
C -1.8991 -0.0967 -1.8182 -0.371 0.195 0.059 -0.120
N -3.4552 -2.6357 0.3938 -0.204 -0.012 -0.334 0.039
H -1.2365 -1.2188 0.7012 -0.038 -0.095 -0.113 0.066
H -0.8804 -2.7923 1.3986 -0.107 0.081 -0.167 0.075
H -0.1145 -2.3170 -0.1219 -0.079 0.056 0.028 0.078
H -2.0257 -3.9907 -0.3091 -0.110 0.073 -0.117 0.134
H -2.9539 -3.1477 -2.3175 -0.049 0.104 0.093 0.103
H -1.3023 -2.5515 -2.2961 0.094 0.138 0.101 0.120
H -0.8956 -0.3663 -2.1591 0.011 -0.044 0.098 0.074
H -1.8783 0.2161 -0.7732 0.264 0.054 -0.033 0.064
H -2.2470 0.7556 -2.4090 -0.005 -0.144 0.017 0.090
H -4.2092 -3.1424 -0.0719 0.124 -0.008 0.126 0.073
H -3.6902 -1.6528 0.2299 0.117 -0.240 0.154 0.075
C -5.2891 -2.3049 -4.7054 -0.066 0.189 0.275 -0.066
C -4.0531 -3.1181 -5.0808 -0.351 -0.049 -0.292 -0.433
C -3.6506 -2.9766 -6.5666 0.153 -0.331 0.084 -0.194
O -4.4643 -3.7311 -7.4701 0.193 0.581 0.168 -0.196
C -5.6785 -3.0929 -7.8375 0.014 -0.422 -0.112 -0.109
N -4.2783 -4.5241 -4.7146 0.225 -0.087 -0.311 0.037
H -6.2161 -2.7517 -5.0734 0.139 -0.027 -0.045 0.064
H -5.3819 -2.2356 -3.6150 0.082 -0.046 -0.200 0.074
H -5.2213 -1.2848 -5.0964 -0.008 -0.092 0.026 0.081
H -3.2208 -2.7354 -4.4775 -0.015 -0.047 -0.168 0.114
H -2.6374 -3.3797 -6.6799 -0.147 -0.066 -0.043 0.120
H -3.6009 -1.9244 -6.8735 -0.171 0.010 0.022 0.118
H -5.5697 -2.0072 -7.9110 0.013 -0.008 0.105 0.089
H -6.4656 -3.3525 -7.1281 -0.126 0.226 0.011 0.072
H -5.9793 -3.4767 -8.8165 0.138 0.015 0.088 0.087
H -3.4174 -5.0466 -4.8822 -0.134 0.083 0.144 0.073
H -4.9326 -4.9146 -5.3984 0.100 0.125 0.269 0.071
C -5.8405 -4.0662 4.7345 0.073 0.079 0.316 -0.076
C -6.9523 -3.7484 3.7381 0.356 -0.179 -0.242 -0.432
C -7.4638 -4.9885 2.9698 -0.070 0.247 -0.264 -0.200
O -6.5982 -5.4258 1.9176 -0.317 -0.146 0.578 -0.197
C -5.5262 -6.2526 2.3463 0.086 0.157 -0.396 -0.109
N -6.4840 -2.7002 2.8197 -0.260 -0.236 -0.264 0.037
H -4.8789 -4.2511 4.2491 -0.151 0.018 -0.048 0.065
H -5.6922 -3.2236 5.4204 -0.045 -0.115 -0.191 0.076
H -6.0939 -4.9430 5.3387 0.025 0.041 -0.061 0.076
H -7.7957 -3.3484 4.3141 -0.022 -0.070 -0.149 0.132
H -8.4051 -4.7146 2.4788 0.155 -0.013 -0.062 0.119
H -7.6992 -5.8166 3.6497 0.166 -0.031 0.038 0.115
H -5.8107 -6.8997 3.1807 -0.019 0.082 0.052 0.088
H -4.6653 -5.6381 2.6133 0.088 -0.119 0.183 0.073
H -5.2296 -6.8851 1.5046 -0.135 0.085 0.047 0.087
H -7.2596 -2.4262 2.2150 0.115 0.057 0.182 0.072
H -5.8197 -3.1367 2.1745 0.010 0.200 0.259 0.055
C 3.8716 1.1021 5.1368 -0.164 -0.247 -0.155 -0.069
C 5.2990 1.6145 4.9640 -0.299 0.182 0.277 -0.421
C 6.0038 1.9373 6.3015 0.213 0.278 -0.206 -0.195
O 5.5954 3.1724 6.8976 0.048 -0.667 0.003 -0.194
C 4.3993 3.0886 7.6583 0.097 0.410 -0.048 -0.107
N 5.2816 2.7804 4.0684 0.226 0.260 0.134 0.036
H 3.1672 1.8955 5.3991 0.141 -0.016 0.016 0.066
H 3.5121 0.6556 4.2021 0.101 0.115 0.129 0.067
H 3.8229 0.3303 5.9114 -0.006 0.092 -0.052 0.081
H 5.8707 0.8156 4.4762 0.062 0.139 0.075 0.137
H 7.0749 2.0514 6.0976 -0.120 0.113 0.031 0.121
H 5.9115 1.1106 7.0168 -0.172 0.032 -0.010 0.119
H 4.3014 2.1276 8.1712 -0.009 -0.031 -0.099 0.090
H 3.5359 3.2709 7.0169 -0.171 -0.164 0.104 0.073
H 4.4217 3.8811 8.4118 0.108 -0.093 -0.099 0.088
H 6.2449 3.0632 3.8826 -0.173 -0.088 -0.091 0.079
H 4.8997 3.5667 4.6014 0.039 -0.230 -0.124 0.079
```
Positions in Å, forces in eV/Å.